Arrangement P

Here is a cluster of 2 separate species, CH8NO in total from the Open Molecules 2025 dataset. Energies are from ωB97M-V with the def2-TZVPD basis set.

```
11
Properties=species:S:1:pos:R:3
H 1.495 -0.398 -2.008
H -1.025 -0.215 0.179
H 0.710 1.056 -2.368
H 1.856 0.997 -1.149
H -1.114 0.774 1.652
N 1.111 0.474 -1.624
O -1.085 -1.295 1.900
H 0.414 -0.115 1.243
H 0.388 0.219 -0.929
H -2.079 -1.346 1.878
C -0.671 -0.150 1.226
```

Its multiplicity is 2. Its LUMO energy (alpha / beta) is -8.314 / -14.933 eV. The calculation puts the HOMO-LUMO gap (alpha / beta) at 16.29 / 9.64 eV. The net charge is +2.


Arrangement Q

Here is a cluster of 2 separate species, CH8NO in total from the Open Molecules 2025 dataset. Energies are from ωB97M-V with the def2-TZVPD basis set.

```
11
Properties=species:S:1:pos:R:3
H -1.616 -1.044 0.980
H 1.756 2.646 -0.293
H 1.004 -0.863 0.011
H 0.047 0.554 0.126
H 1.117 2.324 1.146
H -0.963 -2.452 -0.052
H -1.865 -1.077 -0.717
C -1.067 -1.338 0.084
O 1.226 1.947 0.227
N 0.117 -0.414 -0.251
H 0.244 -0.282 -1.263
```

Its multiplicity is 2. Its LUMO energy (alpha / beta) is -9.991 / -18.026 eV. The calculation puts the HOMO-LUMO gap (alpha / beta) at 12.03 / 3.86 eV. The net charge is +2.


Relative calculated energies, zero for the most stable structure, unit eV: arrangement P 0.000; arrangement Q 2.141.